DFT (ωB97M-V/def2-TZVPD) results for a 2-piece molecular cluster, C16H15BF9N2OPS overall.

Summary:
- energy (eV) = -67123.7566
- multiplicity = 1
- frontier orbital gap (eV) = 6.99
- LUMO level (eV) = -2.7
- highest occupied orbital energy (eV) = -9.70

Each line ends with the Mulliken charge.
Geometry (Å):
C (0.28327, 1.53146, 3.14077)  -0.92
C (-0.45954, 0.33609, 2.42331)  0.53
O (-0.81627, -0.63435, 3.03274)  -0.44
N (-0.63411, 0.48317, 0.97445)  0.69
C (-1.84590, 1.25131, 0.60679)  -0.89
C (-0.51359, -0.75922, 0.27133)  -0.55
N (-1.65019, -1.56007, 0.23743)  0.25
C (-1.70892, -2.76305, -0.42991)  -0.50
C (-0.56833, -3.29379, -1.16662)  -0.77
C (0.66363, -2.46159, -1.12669)  1.03
P (2.13055, -3.10557, -2.07865)  0.21
S (3.39933, -3.87743, -0.79655)  -0.36
C (0.72906, -1.18045, -0.41004)  -0.56
C (1.91880, -0.19864, -0.31593)  1.08
F (3.13648, -0.64777, -0.76667)  -0.32
F (2.10530, 0.12509, 1.05002)  -0.32
C (1.60233, 1.17912, -1.02135)  0.05
C (1.22053, 1.10383, -2.43594)  -0.35
C (0.95261, 2.33228, -3.17933)  -0.82
C (1.05506, 3.60229, -2.45505)  -0.62
C (1.42245, 3.69061, -1.03857)  -0.14
C (1.53093, 5.10288, -0.38839)  0.88
F (0.61939, 5.28600, 0.62352)  -0.24
F (2.79826, 5.28777, 0.13802)  -0.25
F (1.31677, 6.11010, -1.30177)  -0.27
C (1.69454, 2.45331, -0.29321)  -0.07
H (0.12879, 2.46850, 2.53198)  0.24
H (-0.00993, 1.63746, 4.20995)  0.39
H (1.38280, 1.29189, 3.03226)  0.17
H (-1.97969, 1.27275, -0.51431)  0.33
H (-1.79986, 2.30875, 0.97128)  0.25
H (-2.79873, 0.79233, 1.01423)  0.41
H (-2.52552, -1.28230, 0.70459)  0.31
H (-2.66115, -3.36079, -0.41524)  0.32
H (-0.64329, -4.25305, -1.72468)  0.35
H (1.65716, -4.11281, -2.96767)  0.14
H (2.84678, -2.10265, -2.79210)  0.10
H (1.14254, 0.10286, -2.92160)  0.28
H (0.68967, 2.30602, -4.25994)  0.39
H (0.88202, 4.54827, -3.01351)  0.41
H (1.98237, 2.44986, 0.78121)  0.56
B (-3.73732, -4.69840, 2.41914)  0.61
F (-4.93943, -5.01822, 3.08944)  -0.37
F (-3.64222, -3.27182, 2.26593)  -0.40
F (-2.63103, -5.16435, 3.17006)  -0.40
F (-3.72640, -5.30768, 1.12526)  -0.42

Atomic forces in eV per Å
0.012 -0.241 -1.594
0.699 0.896 1.987
0.210 0.366 -1.036
-0.016 -0.919 -0.645
-1.212 0.239 -0.490
0.455 -0.699 -0.322
1.449 -1.161 -1.411
1.370 -1.156 -1.020
0.232 3.224 1.831
-1.720 0.586 -0.303
1.742 -1.072 1.767
-0.564 0.059 -0.364
-2.609 -1.561 0.422
0.048 2.434 0.811
-1.504 -0.120 0.275
-0.021 -0.990 -1.407
-0.462 1.052 -1.039
0.184 2.059 1.068
0.666 -0.044 2.643
0.412 -1.211 0.588
-0.290 -1.926 -1.248
0.390 -0.018 -0.064
1.118 -0.285 -1.022
-1.785 -0.159 -0.535
0.292 -1.287 1.154
-0.422 -0.160 -2.312
0.041 -0.791 0.867
0.176 -0.192 -0.998
-1.159 0.185 0.355
0.465 0.046 1.156
0.204 -1.010 -0.234
0.953 0.509 -0.185
0.694 -0.111 0.187
0.893 0.877 0.409
0.108 0.959 0.630
-0.363 0.866 -0.036
-1.136 -0.034 -0.235
0.090 0.997 0.374
0.230 0.080 1.082
0.107 -0.884 0.552
-0.279 0.106 -1.080
-0.190 -0.583 0.604
0.562 0.276 -0.458
0.166 -0.090 -0.405
-0.386 0.353 -0.498
0.147 0.535 0.181

---

DFT (ωB97M-V/def2-TZVPD) results for C16H15CdN as an isolated structure.

Summary:
- energy (eV) = -22880.4553
- multiplicity = 1
- total charge = -2
- frontier orbital gap (spin up / spin down) (eV) = 4.22 / 3.63
- LUMO level (spin up / spin down) (eV) = 4.6 / 4.6
- highest occupied orbital energy (spin up / spin down) (eV) = 0.37 / 0.96

Each line ends with the Mulliken charge.
Geometry (Å):
C (0.97950, -1.32986, -3.53005)  -0.48
C (-0.40796, -1.35266, -3.86273)  -0.58
C (-1.08414, -2.13938, -2.88020)  -0.54
C (-0.10758, -2.62771, -1.95924)  -0.54
C (1.16777, -2.13438, -2.36718)  -0.56
Cd (0.21192, 1.16532, -1.18192)  0.50
C (-1.94662, 2.01987, -2.77955)  -0.85
C (-0.61550, 2.12908, -2.99206)  -0.08
C (0.27419, 2.49754, -3.93163)  -0.81
N (2.29890, 0.93814, -1.92866)  -0.72
H (-2.15435, -2.33050, -2.84475)  0.35
H (-0.86433, -0.84945, -4.71040)  0.41
H (-0.30235, -3.25999, -1.09331)  0.36
H (2.11787, -2.32248, -1.87321)  0.36
H (1.75357, -0.78300, -4.06428)  0.32
H (-2.52401, 1.30266, -3.37668)  0.30
H (3.05216, 1.03869, -1.21801)  0.07
H (-2.52794, 2.58917, -2.03933)  0.31
H (-0.04260, 3.02363, -4.84542)  0.34
H (1.33082, 2.22637, -3.84149)  0.36
C (-0.08401, 0.27825, 0.69786)  -1.46
C (-0.15311, 0.06820, 1.91853)  0.79
C (-0.14999, -0.06189, 3.33569)  0.44
C (-1.18010, 0.50388, 4.12818)  -0.50
C (-1.06289, 0.58811, 5.51262)  -0.32
C (0.08440, 0.08223, 6.13584)  -0.36
C (1.08267, -0.53556, 5.37030)  -0.31
C (0.93947, -0.67855, 3.98782)  -0.50
H (-2.06945, 0.90226, 3.63489)  0.37
H (-1.83958, 1.07422, 6.11186)  0.32
H (0.17131, 0.14397, 7.22127)  0.32
H (1.97212, -0.93514, 5.86246)  0.32
H (1.67986, -1.23106, 3.40282)  0.40

Atomic forces in eV per Å
-0.628 -0.611 0.103
0.446 -0.415 0.734
0.779 0.026 -0.098
0.092 0.343 -0.627
-0.735 0.151 -0.380
1.092 -0.752 -0.940
-2.896 0.002 -0.519
2.386 1.070 0.037
-0.295 -0.379 0.167
0.465 0.508 0.255
0.106 0.021 0.032
0.011 0.051 0.154
0.019 0.166 -0.123
-0.148 0.110 -0.007
-0.189 -0.086 0.217
0.079 0.240 0.101
-0.367 -0.091 -0.050
0.569 -0.421 -0.069
-0.086 -0.218 0.094
-0.360 0.194 0.085
-0.467 -0.165 2.596
-0.108 0.142 -1.852
-0.032 -0.060 0.242
0.104 0.081 -0.001
0.375 -0.235 -0.113
-0.026 0.022 -0.054
-0.362 -0.258 -0.028
-0.056 0.361 0.478
0.387 -0.051 0.032
0.201 -0.243 -0.245
0.123 0.039 -0.243
-0.266 0.033 -0.100
-0.217 0.426 0.124

---

DFT (ωB97M-V/def2-TZVPD) results for C16H15Cl3MnN6O2Si as an isolated structure.

Summary:
- energy (eV) = -106628.9415
- multiplicity = 4
- total charge = +2
- frontier orbital gap (spin up / spin down) (eV) = 6.80 / 7.51
- LUMO level (spin up / spin down) (eV) = -8.2 / -7.6
- expectation value of S² = 4.027
- highest occupied orbital energy (spin up / spin down) (eV) = -14.97 / -15.12

Each line ends with the Mulliken charge.
Geometry (Å):
Mn (0.15129, 0.13101, 0.10208)  0.36
C (0.18431, -0.17634, 4.22782)  -1.68
C (-0.01794, -0.69391, 2.84906)  0.98
O (0.12367, 0.22805, 1.94642)  0.02
C (-0.37448, -2.01729, 2.56429)  0.36
C (-0.90019, -2.89101, 3.54443)  -0.74
C (-1.42792, -4.12703, 3.19568)  -0.91
C (-1.38721, -4.51616, 1.82730)  -0.54
C (-0.82576, -3.69837, 0.87865)  -0.59
C (-0.37853, -2.44622, 1.20151)  0.12
O (0.03179, -1.64549, 0.18960)  -0.41
H (0.90423, 0.63101, 4.29013)  0.37
H (0.45781, -0.98387, 4.90826)  0.52
H (-0.72918, 0.30284, 4.61483)  0.35
H (-0.96662, -2.57765, 4.55384)  0.42
H (-1.91319, -4.75310, 3.93421)  0.44
H (-1.79143, -5.47067, 1.53256)  0.46
H (-0.76502, -3.99748, -0.15171)  0.51
N (1.21106, -1.85526, -2.40267)  -0.18
C (0.74547, -0.67979, -2.83873)  0.51
N (0.75439, -0.46700, -4.15438)  -0.67
C (0.24903, 0.71188, -4.55075)  0.36
N (0.18343, 1.00441, -5.83689)  -0.29
N (-0.19913, 1.70891, -3.71175)  -0.59
C (-0.16467, 1.41603, -2.46076)  0.06
N (0.28139, 0.23679, -1.92773)  0.37
C (-0.52172, 2.42542, -1.42871)  0.76
C (-0.99152, 3.70613, -1.68267)  -0.47
C (-1.29228, 4.57816, -0.63829)  -0.52
C (-1.04706, 4.13764, 0.65664)  -0.81
C (-0.49563, 2.86809, 0.87221)  0.02
N (-0.30041, 2.04481, -0.14753)  0.19
H (1.71603, -2.39232, -3.10342)  0.25
H (1.16344, -2.08839, -1.43190)  0.06
H (0.53465, 0.34151, -6.52422)  0.27
H (-0.12356, 1.88402, -6.18832)  0.25
H (-1.16950, 3.96724, -2.72531)  0.52
H (-1.66190, 5.55874, -0.81795)  0.51
H (-1.16917, 4.80126, 1.52205)  0.41
H (-0.24971, 2.53765, 1.86899)  0.55
Cl (2.96462, 1.84143, 1.78887)  -0.18
Si (2.57155, 0.51985, 0.30872)  0.95
Cl (3.27787, -1.31648, 0.80412)  -0.18
Cl (3.35768, 1.21093, -1.45855)  -0.18

Atomic forces in eV per Å
-0.055 0.030 -0.898
-0.391 -0.277 0.721
0.223 1.514 0.357
-0.134 -0.520 0.442
-0.274 -0.306 -1.074
-0.349 -1.097 -0.694
0.220 0.708 -0.752
0.116 0.118 1.309
-0.123 -0.503 -0.515
0.384 1.116 0.174
-0.155 -0.818 0.329
0.401 -0.083 -0.377
0.003 0.226 0.013
-0.081 -0.377 -0.240
0.047 0.276 0.800
0.169 0.029 -0.052
-0.058 -0.144 -0.026
-0.106 -0.138 -0.256
0.157 0.791 -0.926
-0.056 -0.386 -0.249
-0.336 0.707 0.337
0.165 0.212 -0.069
0.573 -1.198 -0.483
-0.140 -0.081 0.126
0.422 -0.170 0.427
-0.359 -0.103 0.482
-0.237 0.935 0.498
-0.274 -0.474 -0.923
0.579 -1.212 0.488
0.593 0.216 0.544
-0.885 1.341 -0.207
0.529 -0.729 -0.228
-0.285 -0.116 0.493
0.112 -0.322 0.262
-0.131 0.136 0.385
-0.278 0.553 0.201
0.115 0.077 0.264
-0.281 0.574 -0.191
-0.126 -0.340 -0.460
0.044 -0.197 -0.029
-0.231 -0.098 -0.207
1.006 0.178 -0.337
-0.132 0.235 -0.119
-0.380 -0.284 0.658